91
Properties=species:S:1:pos:R:3:forces:R:3 method="wB97M-V/def2-TZVPD" e_tot_ha=-1777.4828 largest_force_ev_per_a=3.1 orbital_gap_ev=8.60 multiplicity=1 charge=0 e_homo_ev=-8.3229
Ba -0.205 -0.329 0.061 1.94 1.74 1.60
C 1.129 0.685 -4.203 0.07 -0.07 -0.11
O 1.582 1.151 -2.957 -0.10 0.10 0.37
C 2.977 1.053 -2.823 0.27 0.15 0.24
C 3.386 1.701 -1.498 -0.04 0.00 -0.53
O 3.081 0.897 -0.387 -0.24 -0.32 0.12
C 4.030 -0.087 -0.049 -0.12 -0.25 0.13
C 3.310 -1.101 0.845 0.54 0.44 0.03
O 2.135 -1.573 0.241 0.47 -0.20 0.16
C 2.337 -2.525 -0.781 0.04 -0.43 -0.24
H 1.547 1.290 -5.020 -0.05 -0.05 0.03
H 1.411 -0.364 -4.354 -0.05 0.07 -0.04
H 0.047 0.774 -4.201 -0.08 -0.04 -0.06
H 3.282 -0.006 -2.836 0.04 0.10 -0.07
H 3.474 1.569 -3.663 -0.03 -0.08 0.15
H 4.454 1.964 -1.513 -0.14 0.00 0.00
H 2.784 2.601 -1.364 0.17 0.13 -0.11
H 4.425 -0.586 -0.942 -0.01 0.06 -0.02
H 4.877 0.365 0.489 -0.06 -0.10 -0.01
H 3.995 -1.926 1.085 -0.10 0.05 0.05
H 2.998 -0.608 1.768 0.07 -0.02 0.01
H 2.729 -3.462 -0.369 -0.01 0.05 0.02
H 1.356 -2.672 -1.226 0.10 -0.14 -0.05
H 3.024 -2.168 -1.552 0.04 0.10 -0.02
C -3.738 1.522 -3.236 0.28 -0.18 0.10
C -2.507 1.690 -2.342 0.01 0.14 -0.03
C -1.711 2.940 -2.724 -0.03 -0.28 0.05
C -2.917 1.767 -0.909 -0.33 0.12 0.21
C -4.007 2.455 -0.369 -0.05 0.00 0.04
C -3.937 2.209 0.982 -0.08 0.08 -0.21
N -2.868 1.434 1.216 -0.74 0.27 0.27
N -2.244 1.166 0.065 -0.53 0.43 -0.45
B -2.322 1.164 2.622 0.46 0.02 -0.25
N -2.109 -0.316 2.953 -0.49 0.04 0.61
C -2.627 -0.858 4.067 0.02 -0.35 0.15
C -2.226 -2.168 4.140 0.04 0.11 -0.04
C -1.435 -2.360 2.998 -0.38 -0.04 0.39
N -1.375 -1.229 2.300 0.28 -0.57 -0.27
C -0.795 -3.676 2.663 0.22 -0.06 0.04
C 0.281 -4.014 3.704 -0.24 -0.05 -0.10
C -0.195 -3.759 1.268 -0.22 0.12 0.27
N -1.031 1.969 2.805 -0.20 0.38 0.58
C -0.905 3.008 3.646 0.14 0.17 0.07
C 0.364 3.517 3.516 -0.13 0.01 0.07
C 0.969 2.701 2.553 -0.18 0.08 0.20
N 0.110 1.778 2.135 0.56 -0.35 -0.49
C 2.372 2.818 2.060 -0.03 0.03 0.06
C 2.557 4.161 1.350 0.02 -0.32 -0.04
C 3.346 2.677 3.233 -0.09 -0.11 -0.28
H -3.446 1.304 -4.261 0.05 0.00 -0.14
H -4.364 0.705 -2.879 -0.07 -0.01 -0.02
H -4.326 2.436 -3.241 -0.11 0.10 0.01
H -1.850 0.823 -2.444 -0.04 -0.08 -0.10
H -2.289 3.838 -2.525 -0.06 0.13 0.05
H -0.790 2.975 -2.147 0.14 0.15 0.03
H -1.461 2.920 -3.780 0.10 0.03 -0.22
H -4.737 3.042 -0.883 -0.23 0.13 -0.14
H -4.578 2.539 1.775 -0.04 0.03 0.22
H -3.115 1.588 3.401 -0.21 0.07 0.15
H -3.238 -0.293 4.741 -0.13 0.21 0.02
H -2.469 -2.891 4.892 -0.06 -0.12 0.16
H -1.591 -4.429 2.750 0.09 0.12 -0.04
H 1.088 -3.283 3.661 0.05 0.07 0.00
H -0.127 -4.015 4.711 0.00 0.00 0.14
H 0.692 -4.999 3.495 0.12 -0.13 0.03
H 0.798 -3.321 1.269 0.16 0.10 -0.07
H -0.112 -4.799 0.958 0.06 -0.05 -0.09
H -0.807 -3.226 0.550 -0.05 -0.06 -0.24
H -1.709 3.319 4.284 -0.22 -0.01 0.05
H 0.787 4.354 4.034 0.08 0.16 0.14
H 2.541 2.009 1.349 0.02 0.10 0.06
H 2.394 4.983 2.042 -0.02 0.13 0.07
H 3.561 4.249 0.941 0.15 0.05 -0.07
H 1.837 4.252 0.539 -0.05 0.10 -0.11
H 3.192 3.476 3.954 0.00 0.11 0.13
H 3.188 1.728 3.741 0.03 -0.09 0.11
H 4.377 2.723 2.891 0.18 0.01 -0.04
C -1.850 -3.764 -1.854 0.28 0.40 -0.13
C -1.136 -2.536 -2.464 -0.42 -0.93 -1.09
C -2.179 -1.743 -3.280 0.33 -0.18 0.42
C -0.089 -3.062 -3.478 -0.29 0.18 0.37
O -0.560 -1.757 -1.491 -0.68 -1.63 -2.08
H -2.385 -4.326 -2.617 -0.08 -0.08 -0.08
H -2.557 -3.433 -1.095 -0.13 0.00 0.11
H -1.120 -4.423 -1.392 0.06 -0.11 0.12
H -2.687 -2.380 -3.999 -0.09 -0.06 -0.10
H -1.678 -0.943 -3.818 0.02 0.22 -0.12
H -2.910 -1.316 -2.598 -0.17 0.10 0.03
H -0.583 -3.621 -4.269 0.01 -0.12 -0.14
H 0.632 -3.714 -2.990 0.10 -0.13 0.05
H 0.442 -2.225 -3.923 0.09 0.10 -0.06

***

104
Properties=species:S:1:pos:R:3:forces:R:3 method="wB97M-V/def2-TZVPD" e_tot_ha=-9816.1561 largest_force_ev_per_a=7.1 orbital_gap_ev=9.24 multiplicity=1 charge=0 e_homo_ev=-8.9976
C 1.273 -1.439 2.127 1.58 1.36 -6.74
C 1.501 -1.138 0.856 -0.73 -1.40 6.61
C 1.869 -0.977 -0.716 -0.31 -0.16 3.17
O 1.021 -2.023 -1.314 -1.86 1.72 0.31
C -0.338 -1.476 -1.283 -1.32 -1.05 0.11
O -1.387 -2.168 -1.125 5.17 3.23 -0.92
C -0.145 0.121 -1.533 -0.67 0.47 -0.62
B -1.140 1.124 -0.668 -0.71 0.60 0.85
N -1.307 1.043 0.826 -1.23 -0.17 -2.46
O -1.877 2.189 -1.366 0.60 -2.01 0.55
C 1.458 0.449 -1.380 -0.57 -2.04 -0.81
C 2.160 0.406 -2.870 0.36 0.60 1.86
C 3.623 1.141 -2.774 0.80 1.29 -3.58
O 4.084 1.755 -3.807 -1.99 -2.51 4.94
N 4.305 1.039 -1.460 -0.16 0.28 -1.60
C 4.794 2.359 -0.949 0.01 0.03 1.12
C 5.358 -0.025 -1.428 -0.10 -0.87 0.68
H 1.172 -1.765 3.229 0.10 0.86 -2.61
H 2.980 -1.287 -0.724 -1.92 0.57 -0.65
H -0.505 0.359 -2.618 0.76 -0.84 1.66
H -1.852 0.168 0.991 0.98 0.63 0.41
H -1.905 1.842 1.097 0.35 -0.71 0.00
H -2.833 1.943 -1.405 1.00 0.48 0.13
H 1.707 1.418 -0.782 -0.42 -2.13 -0.94
H 2.315 -0.714 -3.119 -0.36 1.95 0.03
H 1.432 0.950 -3.572 1.62 -0.92 0.64
H 5.738 2.765 -1.466 -1.56 -0.52 0.47
H 5.083 2.203 0.179 -0.65 0.16 -2.48
H 3.894 3.100 -0.981 1.83 -1.13 -0.03
H 5.510 -0.319 -0.307 -0.03 0.67 -2.00
H 4.996 -1.013 -1.940 0.56 1.90 0.66
H 6.367 0.289 -1.885 -1.95 -0.24 0.64
Cl -2.295 -6.578 -0.296 -0.03 -0.14 -0.05
C -2.892 -5.282 -1.363 -0.02 0.29 -0.14
C -4.291 -4.830 -0.990 0.26 0.23 0.02
Cl -5.516 -6.082 -1.328 -0.10 -0.07 0.01
H -2.848 -5.643 -2.393 -0.09 -0.05 0.19
H -2.194 -4.446 -1.267 -0.16 -0.04 0.08
H -4.567 -3.951 -1.577 0.10 -0.11 0.05
H -4.359 -4.567 0.068 0.05 -0.13 -0.22
Cl 5.176 3.657 2.022 0.07 0.25 0.37
C 5.991 5.238 2.132 0.12 0.29 0.11
C 5.750 6.094 0.903 -0.10 0.08 0.13
Cl 6.561 5.441 -0.541 -0.05 -0.04 0.08
H 7.056 5.059 2.294 -0.17 -0.04 -0.13
H 5.592 5.738 3.018 -0.02 -0.02 -0.15
H 6.151 7.097 1.066 0.02 -0.14 0.04
H 4.684 6.186 0.681 0.16 -0.11 0.04
Cl -3.484 2.719 -4.463 -0.02 -0.03 0.00
C -1.936 3.600 -4.496 0.33 0.16 0.07
C -2.122 5.074 -4.801 0.10 -0.05 0.22
Cl -2.657 5.352 -6.478 -0.05 0.01 -0.02
H -1.286 3.117 -5.229 -0.20 0.11 0.01
H -1.483 3.480 -3.509 -0.15 0.04 -0.04
H -1.172 5.601 -4.681 -0.06 -0.14 -0.03
H -2.852 5.534 -4.132 0.05 -0.15 -0.15
Cl -4.537 -0.487 -2.465 0.06 -0.02 0.07
C -5.651 -1.583 -3.318 -0.19 -0.13 -0.19
C -7.087 -1.411 -2.862 -0.01 0.06 -0.24
Cl -7.334 -1.975 -1.190 0.04 0.01 0.03
H -5.302 -2.607 -3.165 -0.08 0.18 0.05
H -5.569 -1.353 -4.383 -0.06 0.03 0.13
H -7.751 -2.001 -3.497 0.15 0.00 0.06
H -7.404 -0.367 -2.918 0.14 -0.15 0.08
Cl 8.733 6.123 -3.205 0.02 0.02 -0.01
C 7.735 7.388 -3.966 -0.14 0.14 -0.13
C 7.955 8.750 -3.334 0.08 0.00 -0.27
Cl 7.322 8.834 -1.671 0.03 0.05 0.03
H 6.689 7.079 -3.900 0.18 0.04 0.11
H 8.014 7.419 -5.021 0.03 0.07 0.14
H 7.430 9.515 -3.911 0.00 -0.15 0.04
H 9.015 9.013 -3.307 -0.16 -0.13 0.07
Cl -3.175 -4.342 2.430 0.05 0.21 0.16
C -4.331 -5.312 3.376 -0.02 -0.04 0.00
C -5.691 -4.649 3.472 0.00 -0.34 -0.23
Cl -5.653 -3.174 4.471 -0.01 0.07 0.00
H -3.898 -5.486 4.364 -0.08 0.11 -0.15
H -4.423 -6.275 2.872 0.00 0.35 -0.07
H -6.404 -5.331 3.942 0.16 0.05 -0.01
H -6.078 -4.381 2.486 0.14 0.05 0.15
Cl -5.445 -8.120 4.084 -0.15 -0.38 0.20
C -7.095 -8.399 4.696 -0.31 -0.07 0.08
C -7.259 -7.942 6.133 -0.13 0.11 -0.11
Cl -6.343 -8.959 7.272 0.03 0.04 -0.03
H -7.322 -9.462 4.584 0.12 0.16 0.08
H -7.772 -7.838 4.047 0.08 0.00 0.11
H -8.310 -8.006 6.425 0.11 -0.05 -0.11
H -6.933 -6.907 6.264 0.04 -0.18 -0.04
Cl 8.079 -1.236 -1.498 0.65 -0.45 0.07
C 9.473 -0.177 -1.166 0.28 0.13 0.04
C 9.511 0.285 0.278 0.20 -0.13 -0.02
Cl 8.184 1.411 0.660 -0.06 -0.01 -0.01
H 9.428 0.668 -1.857 -0.10 -0.10 0.15
H 10.371 -0.755 -1.395 -0.10 0.05 0.11
H 10.444 0.818 0.473 -0.10 -0.04 -0.12
H 9.450 -0.558 0.971 -0.09 0.11 -0.16
Cl -7.645 1.900 6.914 0.02 0.03 0.02
C -6.715 0.677 6.012 0.10 -0.20 -0.17
C -6.167 -0.410 6.916 -0.15 -0.11 -0.17
Cl -4.889 0.196 7.999 -0.02 0.02 0.03
H -5.916 1.190 5.471 -0.09 -0.06 0.19
H -7.396 0.240 5.277 0.07 -0.03 0.14
H -5.721 -1.204 6.314 -0.04 0.18 0.04
H -6.953 -0.852 7.534 0.11 0.17 -0.06